No. 1
Entry from the Open Molecules 2025 dataset: a cluster of 2 separate species, C3H7O3 in total in a non-equilibrium geometry (wB97M-V/def2-TZVPD).

Computed properties:
total charge	-1
HOMO energy	-4.129	eV
energy relative to the best compared isomer or geometry (same formula, charge and spin)	8.7	kcal/mol
gap between HOMO and LUMO	0.3077	Eh
lowest unoccupied orbital energy	4.2	eV
E	-9368.7801	eV

Each line ends with the Löwdin charge.
Positions of all 13 atoms, in Å:
O1 0.60778 -0.32737 -2.41331  -0.08
C1 0.02056 -0.22793 -1.31730  -0.73
O2 -1.17936 -0.13522 -1.01123  -0.08
C2 1.03574 -0.41281 -0.09135  -0.19
C3 0.48375 -1.13190 1.14852  -0.13
H1 1.91359 -0.96373 -0.42509  0.08
H2 1.36609 0.62780 0.02459  0.09
H3 1.14183 -1.77880 1.72586  0.05
H4 0.05403 -0.42493 1.86898  0.06
H5 -0.38153 -1.68388 0.77304  0.06
H6 -1.69972 1.36540 -0.19029  0.00
H7 -1.52125 2.86100 -0.36579  0.00
O3 -1.84149 2.23237 0.27340  -0.11

=====

No. 2
Entry from the Open Molecules 2025 dataset: a structure of composition C3H7O7S2 in a non-equilibrium geometry (wB97M-V/def2-TZVPD).

Computed properties:
total charge	-1
HOMO energy	-6.084	eV
energy relative to the best compared isomer or geometry (same formula, charge and spin)	1.0	kcal/mol
gap between HOMO and LUMO	0.3480	Eh
lowest unoccupied orbital energy	3.4	eV
E	-39228.4616	eV

Each line ends with the Löwdin charge.
Positions of all 19 atoms, in Å:
C1 -1.19009 0.83799 0.98928  -0.02
C2 -2.03137 -0.85616 -0.60742  -0.06
C3 -0.91636 0.04138 -0.25496  -0.60
O1 1.94503 1.07556 -0.98201  -0.34
O2 0.30077 -2.26619 0.90878  -0.32
O3 1.25139 -1.50865 -1.19100  -0.28
O4 2.81781 1.97979 1.02127  -0.32
O5 3.94212 0.14433 0.07220  -0.26
O6 -0.62826 0.79639 -1.39550  -0.05
O7 1.65916 -0.30085 0.97900  -0.36
S1 0.68658 -1.12542 0.07693  0.66
S2 2.71090 0.78036 0.21812  0.39
H1 -1.74309 0.04519 1.61813  0.12
H2 -0.40933 1.02286 1.57868  0.02
H3 -1.74629 1.73690 0.65753  0.11
H4 -2.11624 -1.59990 0.12458  0.06
H5 -3.07040 -0.33305 -0.68929  0.14
H6 -1.79194 -1.26454 -1.49896  0.05
H7 0.32962 0.79401 -1.62535  0.06

=====

No. 3
Entry from the Open Molecules 2025 dataset: a cluster of 2 separate species, C3H7OP in total in a non-equilibrium geometry (wB97M-V/def2-TZVPD).

Computed properties:
SMILES string	CP=O.C=C
HOMO energy	-9.017	eV
energy relative to the best compared isomer or geometry (same formula, charge and spin)	38.2	kcal/mol
gap between HOMO and LUMO	0.3172	Eh
lowest unoccupied orbital energy	-0.4	eV
E	-14558.5615	eV

Each line ends with the Löwdin charge.
Positions of all 12 atoms, in Å:
C1 -0.13482 1.95906 -0.18678  -0.07
C2 -0.23982 1.35736 -1.38370  -0.17
C3 0.38043 -2.39205 0.70181  -0.27
O1 0.35387 -2.08884 -1.99455  -0.51
P1 -0.49206 -1.58274 -0.87956  0.86
H1 0.83666 2.45996 -0.00551  0.07
H2 -0.95388 1.93170 0.49998  0.04
H3 -1.11570 1.12271 -1.92125  0.03
H4 0.56044 1.73674 -1.99983  0.05
H5 0.96369 -3.20491 0.51591  -0.02
H6 1.12386 -1.64723 0.93046  0.01
H7 -0.19632 -2.53690 1.54480  -0.02

=====

No. 4
Entry from the Open Molecules 2025 dataset: a cluster of 2 separate species, C3H7OS in total (wB97M-V/def2-TZVPD).

Computed properties:
total charge	-1
HOMO energy	-2.789	eV
energy relative to the best compared isomer or geometry (same formula, charge and spin)	28.5	kcal/mol
gap between HOMO and LUMO	0.2398	Eh
lowest unoccupied orbital energy	3.7	eV
E	-16107.0422	eV

Each line ends with the Löwdin charge.
Positions of all 12 atoms, in Å:
C1 -0.41346 0.88772 -0.00867  -0.32
O1 -0.41445 2.32297 0.11537  -0.11
C2 0.89090 0.49015 -0.65094  -0.18
C3 1.20588 -0.77537 -0.89337  -0.05
H1 -1.24821 0.55559 -0.63252  0.10
H2 -0.55097 0.40925 0.95988  0.01
H3 -0.98419 2.56592 0.84831  0.07
H4 1.57028 1.30867 -0.87812  0.09
H5 2.00044 -1.10728 -1.55096  0.04
H6 0.57535 -1.58709 -0.50209  -0.06
S1 -1.05436 -2.03439 1.23557  -0.11
H7 -1.57719 -3.03613 1.95754  -0.46

=====

No. 5
Entry from the Open Molecules 2025 dataset: an isolated molecule of C3H7PS in a non-equilibrium geometry (wB97M-V/def2-TZVPD).

Computed properties:
SMILES string	C=CC[PH2]=S
HOMO energy	-8.530	eV
energy relative to the best compared isomer or geometry (same formula, charge and spin)	22.8	kcal/mol
gap between HOMO and LUMO	0.3388	Eh
lowest unoccupied orbital energy	0.7	eV
E	-23346.9808	eV

Each line ends with the Löwdin charge.
Positions of all 12 atoms, in Å:
C1 0.53991 -0.04346 -0.74631  -0.43
C2 -0.89145 0.41343 -0.68453  -0.29
C3 -1.74763 -0.46461 -0.13398  -0.05
P1 1.31380 0.13848 0.91521  0.33
S1 -0.01505 0.32108 2.37510  0.11
H1 1.18496 0.57504 -1.50311  0.11
H2 0.34157 -1.11461 -1.02986  0.10
H3 -1.07568 1.41262 -1.08818  0.10
H4 -1.50670 -1.37611 0.18240  0.01
H5 -2.75778 -0.15038 -0.07150  0.05
H6 2.27630 1.18390 0.76943  -0.03
H7 2.33775 -0.89537 1.01533  -0.02

=====

No. 6
Entry from the Open Molecules 2025 dataset: the ion C3H7S with charge -1 (wB97M-V/def2-TZVPD).

Computed properties:
total charge	-1
SMILES string	CCC[S-]
HOMO energy	-2.106	eV
energy relative to the best compared isomer or geometry (same formula, charge and spin)	1.2	kcal/mol
gap between HOMO and LUMO	0.2403	Eh
lowest unoccupied orbital energy	4.4	eV
E	-14060.4068	eV

Each line ends with the Löwdin charge.
Positions of all 11 atoms, in Å:
C1 -1.25874 1.45150 -0.55899  -0.17
C2 -0.67083 0.13533 -1.05971  -0.40
C3 -0.29807 -0.83226 0.05834  -0.82
S1 1.30411 -0.45592 0.83971  0.04
H1 -2.17343 1.37687 0.03483  0.06
H2 -1.45286 2.12442 -1.40281  0.05
H3 -0.51343 1.95103 0.05327  0.04
H4 -1.35889 -0.32496 -1.78949  0.08
H5 0.23683 0.40375 -1.59657  0.07
H6 -0.35762 -1.84647 -0.33719  0.02
H7 -1.08623 -0.78190 0.83262  0.03

=====

No. 7
Entry from the Open Molecules 2025 dataset: an isolated molecule of C3H8 in a non-equilibrium geometry (wB97M-V/def2-TZVPD).

Computed properties:
SMILES string	CCC
HOMO energy	-10.792	eV
energy relative to the best compared isomer or geometry (same formula, charge and spin)	27.1	kcal/mol
gap between HOMO and LUMO	0.4439	Eh
lowest unoccupied orbital energy	1.3	eV
E	-3239.5797	eV

Each line ends with the Löwdin charge.
Positions of all 11 atoms, in Å:
C1 -1.28955 -0.14120 0.48934  -0.12
C2 0.00674 0.67941 0.16193  -0.27
C3 1.16669 -0.27427 -0.49692  -0.12
H1 -2.28914 0.11246 0.09461  0.07
H2 -1.40665 -0.55422 1.51060  0.07
H3 -0.84740 -0.85213 -0.15289  0.01
H4 0.40530 1.16574 1.05462  0.08
H5 -0.27907 1.41762 -0.60131  0.09
H6 1.38251 -1.26419 -0.02217  0.07
H7 2.12822 0.25692 -0.46669  0.05
H8 1.02236 -0.54614 -1.57108  0.07

=====

No. 8
Entry from the Open Molecules 2025 dataset: a structure of composition C3H8AsCsF6O in a non-equilibrium geometry (wB97M-V/def2-TZVPD).

Computed properties:
HOMO energy	-11.216	eV
energy relative to the best compared isomer or geometry (same formula, charge and spin)	67.2	kcal/mol
gap between HOMO and LUMO	0.3986	Eh
lowest unoccupied orbital energy	-0.4	eV
E	-82980.4947	eV

Each line ends with the Löwdin charge.
Positions of all 20 atoms, in Å:
Cs1 15.16916 -18.71294 -8.16876  1.96
As1 12.27280 -19.62245 -8.45035  0.90
F1 13.57546 -20.65441 -7.75430  -0.45
F2 11.54090 -21.03416 -9.28774  -0.27
F3 11.02964 -18.49186 -9.15103  -0.27
F4 13.08086 -18.21899 -7.67484  -0.67
F5 13.31020 -19.32815 -9.89823  -0.42
F6 11.24244 -20.10406 -7.00732  -0.28
C1 17.49133 -17.98003 -9.72413  -0.15
C2 17.79473 -19.48101 -9.55343  -0.53
C3 18.28394 -19.99013 -8.23683  -0.07
O1 16.55578 -20.09307 -9.69206  -0.34
H1 16.84316 -17.80635 -10.58309  0.09
H2 18.43908 -17.44166 -9.71926  0.09
H3 16.88017 -17.53907 -8.93663  -0.08
H4 18.39937 -19.81278 -10.39749  0.15
H5 18.35078 -21.07612 -8.17172  0.09
H6 17.74444 -19.73962 -7.32344  0.06
H7 19.33323 -19.72981 -8.09776  0.09
H8 16.44980 -20.23704 -10.63527  0.11

=====

No. 9
Entry from the Open Molecules 2025 dataset: an isolated molecule of C3H8BN in a non-equilibrium geometry (wB97M-V/def2-TZVPD).

Computed properties:
HOMO energy	-8.240	eV
energy relative to the best compared isomer or geometry (same formula, charge and spin)	50.0	kcal/mol
gap between HOMO and LUMO	0.3327	Eh
lowest unoccupied orbital energy	0.8	eV
E	-5404.7950	eV

Each line ends with the Löwdin charge.
Positions of all 13 atoms, in Å:
B1 -1.72264 0.59622 -0.09493  0.03
C1 -0.38372 -1.42875 -0.05357  -0.10
C2 0.85697 -0.67344 -0.36017  -0.34
C3 0.77951 0.70104 0.31254  -0.27
N1 -0.53184 1.30297 0.20759  -0.05
H1 -2.80138 1.09136 -0.12929  0.01
H2 -0.32774 -1.88285 0.93234  0.04
H3 -0.55028 -2.08058 -0.88852  0.03
H4 1.83981 -1.29813 -0.18399  0.14
H5 0.83549 -0.64823 -1.51112  0.12
H6 1.07124 0.57912 1.44702  0.15
H7 1.44639 1.44600 -0.18688  0.12
H8 -0.51181 2.29528 0.50897  0.12

=====

No. 10
Entry from the Open Molecules 2025 dataset: an isolated molecule of C3H8BNO in a non-equilibrium geometry (wB97M-V/def2-TZVPD).

Computed properties:
2S+1	3
HOMO energy (alpha / beta)	-5.391 / -10.090	eV
energy relative to the best compared isomer or geometry (same formula, charge and spin)	0.0	kcal/mol
expectation value of S²	2.005
gap between HOMO and LUMO (alpha / beta)	0.2189 / 0.3083	Eh
lowest unoccupied orbital energy (alpha / beta)	0.6 / -1.7	eV
E	-7452.3239	eV

Each line ends with the Mulliken spin population.
Positions of all 14 atoms, in Å:
B1 1.43866 -0.12109 0.11698  0.10
C1 -0.08051 0.29317 0.26555  0.80
C2 -1.14454 -0.33646 -0.36092  0.85
C3 -2.58278 -0.03079 0.04981  -0.02
N1 2.56714 0.75924 -0.13248  0.05
O1 1.64641 -1.45232 0.11071  0.05
H1 -0.40978 1.18924 0.76685  0.03
H2 -1.02595 -1.12109 -1.03457  0.05
H3 -2.74158 -0.83953 0.79291  0.08
H4 -3.42763 0.04980 -0.65259  0.03
H5 -2.61842 1.00515 0.69127  0.01
H6 2.33729 1.67882 -0.26795  -0.01
H7 3.40975 0.43765 -0.54329  0.00
H8 2.63196 -1.51178 0.19773  0.00